No. 1
Here is 8 unconnected molecules or ions with the total composition C4H26N2O8 at a distorted geometry from the OMol25 dataset. Energies are from the ωB97M-V functional and the def2-TZVPD basis.

Structure (XYZ):
```
40
Properties=species:S:1:pos:R:3:forces:R:3:nbo_charge:R:1
N -0.095 0.060 -1.427 1.0 0.2 -0.8 -0.871
C -0.633 0.642 -0.216 -1.8 -1.9 2.4 -0.256
C 0.273 0.409 1.046 0.7 1.0 -1.1 -0.064
N 0.509 -0.989 1.441 -0.7 -0.5 -0.3 -0.918
C 0.096 1.391 2.209 3.1 0.9 0.1 -0.445
C 0.250 2.931 1.876 -0.8 -1.7 0.1 -0.055
O 1.612 3.231 1.854 0.2 1.6 1.5 -0.746
H 0.877 0.398 -1.644 -1.5 -0.3 0.5 0.351
H 0.005 -0.955 -1.358 0.0 0.5 0.2 0.376
H -0.980 1.651 -0.268 0.9 1.2 -0.6 0.214
H -1.710 0.285 0.021 1.7 -0.6 -0.6 0.215
H 1.268 0.653 0.675 -0.3 0.6 -0.2 0.169
H -0.325 -1.592 1.341 0.4 0.7 0.8 0.410
H 0.920 -1.007 2.376 -0.6 -0.2 -0.2 0.360
H 1.097 1.284 2.774 -1.5 -0.2 -0.3 0.201
H -0.626 1.145 2.925 -1.7 -0.3 0.7 0.205
H -0.210 3.181 0.947 -0.3 0.0 -1.1 0.157
H -0.333 3.563 2.574 1.0 -0.3 0.2 0.183
H 2.113 2.865 1.138 -0.1 -0.7 -1.0 0.496
O -1.824 -3.483 -0.379 -0.6 -0.8 -0.8 -0.975
H -2.352 -3.436 -1.189 0.2 0.0 0.3 0.489
H -0.957 -3.120 -0.573 0.6 0.0 -0.3 0.505
O 2.985 1.477 -0.389 0.4 1.4 0.8 -0.992
H 2.860 1.716 -1.301 -0.1 -0.4 -0.5 0.477
H 2.911 0.538 -0.195 0.1 -0.5 -0.6 0.502
O -2.003 -0.868 -3.656 0.8 0.6 -1.2 -0.951
H -1.526 -1.027 -2.839 0.1 0.3 0.3 0.480
H -1.324 -0.385 -4.200 -1.1 -0.7 0.8 0.466
O 3.150 -1.159 0.236 1.1 -0.5 -1.3 -0.959
H 4.062 -1.447 -0.017 -1.1 0.4 0.6 0.494
H 3.045 -1.222 1.178 0.0 -0.2 0.7 0.499
O 0.850 -2.814 -0.954 1.6 2.0 2.4 -1.010
H 1.401 -2.284 -0.219 -1.9 -0.9 -1.9 0.530
H 1.412 -3.570 -1.048 0.2 -1.0 -0.4 0.479
O -2.268 -2.127 1.585 0.2 1.9 0.2 -0.991
H -2.485 -2.186 2.500 -0.2 -0.6 0.7 0.469
H -2.197 -2.945 1.100 -0.3 -0.9 -0.2 0.502
O -2.972 2.790 -2.036 0.4 -1.4 -1.4 -0.930
H -2.241 3.384 -2.161 0.4 0.9 0.3 0.457
H -2.710 2.133 -2.738 -0.8 0.4 1.1 0.474
```
Forces are in eV/Å.

Calculated values
- Max |F|: 3.57 eV/Å
- Total charge: 0
- HOMO: -8.967 eV
- Kohn-Sham gap: 0.3277 Ha


No. 2
Here is 2 unconnected molecules or ions with the total composition C26H29N3O4 at a distorted geometry from the OMol25 dataset. Energies are from the ωB97M-V functional and the def2-TZVPD basis.

Structure (XYZ):
```
62
Properties=species:S:1:pos:R:3:forces:R:3:nbo_charge:R:1
C 2.596 -3.803 1.257 0.2 0.1 0.1 -0.623
C 1.163 -3.342 1.373 0.0 0.5 0.1 -0.073
O 1.164 -2.068 2.081 0.0 -0.9 -0.5 -0.532
C 0.014 -1.342 1.960 -0.6 0.9 -0.1 0.731
C 0.120 -0.136 2.761 -0.2 -0.3 0.0 -0.352
N -0.961 0.638 3.062 0.1 0.4 0.0 0.458
O -0.783 1.687 3.779 -0.3 -0.9 -0.7 -0.565
O -2.104 0.353 2.616 0.5 0.5 0.3 -0.527
O -0.899 -1.678 1.214 0.6 -0.2 0.3 -0.662
H 2.629 -4.773 0.755 0.0 0.0 0.0 0.209
H 3.191 -3.095 0.669 -0.1 -0.1 0.1 0.203
H 3.064 -3.910 2.242 -0.1 0.0 -0.2 0.215
H 0.713 -3.219 0.378 0.0 0.0 0.4 0.189
H 0.567 -4.066 1.944 0.0 0.2 -0.1 0.183
H 1.043 0.087 3.281 -0.3 0.1 -0.1 0.220
C -2.395 5.054 3.367 -0.4 0.0 0.3 -0.411
N -1.683 4.436 2.270 -0.8 -1.1 -1.0 -0.307
C -2.059 3.274 1.681 1.2 0.7 0.6 0.212
C -1.079 2.886 0.729 0.2 0.3 0.0 -0.229
C -1.036 1.676 0.050 -0.4 0.4 -0.6 0.057
C -0.269 1.426 -1.128 0.1 -0.3 -0.5 -0.111
C 0.121 2.425 -2.061 0.3 -0.2 0.2 -0.139
C 1.015 2.162 -3.086 -0.3 -0.4 0.5 -0.115
C 1.542 0.846 -3.228 -0.1 -0.1 0.6 0.319
N 2.508 0.586 -4.154 0.2 0.0 0.0 -0.418
C 2.844 1.536 -5.189 -0.2 0.2 -0.2 -0.201
C 2.807 2.958 -4.670 0.1 0.1 0.1 -0.401
C 1.466 3.257 -4.002 -0.1 0.5 -0.5 -0.421
C 2.910 -0.768 -4.462 -0.1 -0.3 -0.1 -0.201
C 2.969 -1.624 -3.214 0.0 0.0 0.1 -0.405
C 1.636 -1.578 -2.475 -0.1 -0.7 -0.1 -0.413
C 1.087 -0.192 -2.360 -0.2 0.6 -0.1 -0.114
C 0.148 0.094 -1.391 0.0 0.4 0.2 -0.121
C -0.044 3.935 0.770 -0.5 0.3 0.6 0.012
C 1.243 4.042 0.266 0.5 0.5 -0.1 -0.214
C 2.027 5.154 0.616 -0.4 -0.4 0.0 -0.209
C 1.562 6.111 1.530 -0.6 -0.2 0.1 -0.206
C 0.296 5.971 2.126 0.4 0.0 -0.4 -0.236
C -0.480 4.894 1.720 0.5 -0.7 0.0 0.126
H -1.832 5.924 3.712 -0.2 -0.2 0.0 0.217
H -3.398 5.373 3.051 0.3 0.0 0.0 0.213
H -2.508 4.331 4.186 0.2 0.2 -0.2 0.244
H -2.967 2.757 1.964 0.2 0.0 0.0 0.259
H -1.665 0.866 0.409 0.0 -0.1 0.2 0.270
H -0.281 3.436 -1.956 0.2 -0.3 0.0 0.223
H 3.846 1.275 -5.550 -0.2 0.1 0.0 0.206
H 2.144 1.421 -6.037 0.2 0.1 0.1 0.180
H 3.617 3.103 -3.946 -0.1 -0.1 -0.1 0.207
H 2.980 3.640 -5.507 0.0 0.0 0.1 0.219
H 0.707 3.420 -4.784 0.1 0.0 0.2 0.214
H 1.543 4.196 -3.439 -0.1 -0.1 -0.1 0.224
H 2.203 -1.206 -5.189 0.2 0.0 0.1 0.181
H 3.892 -0.711 -4.944 -0.2 -0.1 0.1 0.205
H 3.212 -2.651 -3.499 0.0 0.1 0.1 0.220
H 3.765 -1.258 -2.554 -0.1 0.0 -0.1 0.208
H 0.905 -2.215 -3.001 0.2 0.1 0.1 0.215
H 1.753 -2.004 -1.469 -0.1 0.1 -0.2 0.229
H -0.242 -0.703 -0.756 0.2 0.1 0.0 0.256
H 1.628 3.268 -0.397 0.0 0.3 0.2 0.230
H 3.017 5.266 0.176 -0.2 0.0 0.2 0.215
H 2.192 6.959 1.793 -0.2 -0.2 0.0 0.219
H -0.083 6.664 2.876 0.3 -0.1 -0.2 0.218
```
Forces are in eV/Å.

Calculated values
- Max |F|: 1.68 eV/Å
- Total charge: 0
- HOMO: -7.088 eV
- Kohn-Sham gap: 0.2132 Ha


No. 3
Here is 2 unconnected molecules or ions with the total composition C10H16 at a distorted geometry from the OMol25 dataset. Energies are from the ωB97M-V functional and the def2-TZVPD basis.

Structure (XYZ):
```
26
Properties=species:S:1:pos:R:3:forces:R:3:nbo_charge:R:1
C 1.335 -2.410 -1.549 0.9 -1.1 2.2 -0.613
C 0.567 -0.054 -1.920 0.9 0.2 0.7 -0.339
C 1.379 -0.985 -1.145 -1.5 0.2 -1.3 -0.200
C 0.596 1.264 -1.549 -1.3 0.6 -0.5 -0.216
C 2.247 -0.461 -0.175 -0.5 -0.1 0.0 -0.266
C 1.263 1.759 -0.428 0.4 0.1 -0.1 -0.439
C 2.171 0.866 0.199 1.0 -0.3 0.6 -0.294
H 0.001 -0.352 -2.795 0.0 -0.2 0.0 0.174
H -0.053 1.966 -2.085 0.2 -0.1 -0.1 0.169
H 0.888 -2.619 -2.508 0.2 0.1 -0.6 0.188
H 0.817 -3.118 -0.838 -0.2 0.6 -0.3 0.161
H 2.900 -1.197 0.295 0.2 0.4 0.2 0.172
H 1.287 2.820 -0.219 -0.1 0.0 0.1 0.180
H 2.860 1.251 0.949 0.0 -0.1 0.0 0.173
H 2.373 -2.782 -1.414 -0.1 -0.3 -0.8 0.174
C -1.684 0.099 0.836 -0.9 -0.4 0.7 -0.406
C -2.174 -0.679 2.101 1.0 0.6 -0.5 -0.613
C -1.705 1.612 1.061 0.0 0.1 0.2 -0.604
H -0.741 -0.363 0.549 0.3 0.7 -0.3 0.247
H -2.379 -0.112 0.019 0.0 -0.1 0.0 0.179
H -2.586 0.012 2.836 -0.6 -0.2 -0.1 0.187
H -1.829 2.159 0.128 0.3 0.0 -0.1 0.209
H -1.310 -1.104 2.619 -0.1 -0.3 -0.1 0.199
H -2.844 -1.464 1.761 -0.2 -0.1 0.6 0.197
H -2.555 1.908 1.694 -0.1 -0.3 -0.1 0.168
H -0.824 1.985 1.577 0.2 0.0 -0.2 0.215
```
Forces are in eV/Å.

Calculated values
- Spin multiplicity: 2
- Max |F|: 2.63 eV/Å
- Total charge: -1
- HOMO (alpha / beta): 0.945 / -3.319 eV
- Kohn-Sham gap (alpha / beta): 0.1067 / 0.2615 Ha


Which value of max |F| does entry 1 give?
3.57 eV/Å